(1)
{"formula": "C33H63FN6O4S", "method": "the ωB97M-V functional and the def2-TZVPD basis", "symbols": ["C", "C", "F", "N", "C", "C", "S", "C", "N", "N", "C", "O", "H", "H", "H", "H", "H", "H", "H", "H", "H", "C", "C", "C", "C", "C", "C", "N", "O", "C", "C", "C", "H", "H", "H", "H", "H", "H", "H", "H", "H", "H", "H", "H", "H", "H", "H", "H", "H", "H", "C", "C", "C", "C", "C", "C", "N", "O", "C", "C", "C", "H", "H", "H", "H", "H", "H", "H", "H", "H", "H", "H", "H", "H", "H", "H", "H", "H", "H", "C", "C", "C", "C", "C", "C", "N", "O", "C", "C", "C", "H", "H", "H", "H", "H", "H", "H", "H", "H", "H", "H", "H", "H", "H", "H", "H", "H", "H"], "coordinates": [[-5.071, -0.213, -0.629], [-4.289, -1.625, -0.857], [-3.612, -1.467, -2.169], [-5.248, -2.761, -0.857], [-4.594, -3.824, -1.663], [-5.164, -5.304, -1.383], [-4.480, -6.404, -2.763], [-2.990, -5.570, -3.474], [-2.764, -4.951, -4.737], [-1.470, -4.493, -4.612], [-0.921, -4.816, -3.330], [-1.899, -5.520, -2.573], [-5.272, -0.016, 0.474], [-6.015, -0.291, -1.272], [-4.378, 0.586, -1.084], [-3.455, -1.795, -0.081], [-4.778, -3.597, -2.769], [-3.472, -3.849, -1.377], [-6.302, -5.363, -1.310], [-4.682, -5.659, -0.397], [0.099, -4.565, -2.894], [1.563, 1.769, 0.828], [0.131, 1.169, 0.774], [-0.377, 1.135, -0.687], [-0.774, 2.500, -1.229], [-1.753, 3.192, -0.295], [-1.245, 3.272, 1.160], [-0.773, 1.951, 1.677], [-1.876, 1.181, 1.931], [-0.108, 4.318, 1.242], [-2.363, 3.881, 2.045], [0.316, -0.297, 1.243], [1.793, 2.391, -0.039], [1.718, 2.366, 1.731], [2.334, 0.994, 0.859], [-1.246, 0.473, -0.759], [0.388, 0.700, -1.339], [0.115, 3.125, -1.382], [-1.229, 2.383, -2.217], [-1.964, 4.197, -0.677], [-2.707, 2.651, -0.329], [0.329, 4.345, 2.245], [-0.490, 5.323, 1.031], [0.695, 4.153, 0.525], [-3.295, 3.313, 1.996], [-2.603, 4.898, 1.722], [-2.047, 3.933, 3.092], [0.673, -0.336, 2.278], [1.054, -0.809, 0.619], [-0.602, -0.885, 1.172], [5.913, 3.965, -3.606], [4.483, 3.363, -3.661], [3.975, 3.325, -5.122], [3.576, 4.694, -5.664], [2.593, 5.386, -4.729], [3.104, 5.463, -3.275], [3.579, 4.144, -2.761], [2.483, 3.382, -2.511], [4.240, 6.511, -3.191], [1.986, 6.070, -2.388], [4.671, 1.897, -3.188], [6.143, 4.586, -4.474], [6.067, 4.564, -2.704], [6.685, 3.191, -3.573], [3.108, 2.662, -5.195], [4.742, 2.891, -5.773], [4.464, 5.320, -5.815], [3.122, 4.578, -6.653], [2.382, 6.391, -5.108], [1.641, 4.844, -4.763], [4.678, 6.536, -2.189], [3.857, 7.516, -3.401], [5.042, 6.348, -3.910], [1.054, 5.500, -2.436], [1.744, 7.087, -2.708], [2.302, 6.121, -1.340], [5.028, 1.860, -2.154], [5.410, 1.387, -3.812], [3.754, 1.307, -3.258], [-1.353, -5.261, 6.256], [-0.114, -4.508, 5.703], [-0.402, -2.989, 5.627], [-1.332, -2.601, 4.481], [-0.828, -3.160, 3.158], [-0.571, -4.680, 3.207], [0.268, -5.084, 4.376], [1.548, -4.709, 4.115], [-1.928, -5.422, 3.240], [0.050, -5.122, 1.857], [0.977, -4.728, 6.784], [-2.281, -4.701, 6.126], [-1.475, -6.241, 5.788], [-1.269, -5.463, 7.328], [0.537, -2.440, 5.508], [-0.835, -2.644, 6.573], [-2.352, -2.952, 4.679], [-1.399, -1.511, 4.418], [-1.551, -2.924, 2.370], [0.095, -2.632, 2.887], [-1.783, -6.501, 3.353], [-2.477, -5.268, 2.305], [-2.596, -5.083, 4.030], [0.973, -4.587, 1.623], [-0.639, -4.930, 1.031], [0.268, -6.196, 1.861], [1.226, -5.790, 6.880], [0.623, -4.381, 7.759], [1.897, -4.176, 6.579]], "forces_ev_per_angstrom": [[1.0915, -0.9913, -0.8243], [-2.7982, -0.9974, 0.8286], [-0.1237, 0.2420, 0.8711], [2.2032, 1.1378, -0.9812], [-0.7170, 0.4942, 0.8312], [1.4802, 1.2595, 1.0169], [0.5790, 0.5314, -0.6650], [-0.1641, 1.1908, -0.7028], [1.0358, -2.1719, 5.9944], [2.3086, -0.9622, 3.9776], [-3.4631, 0.1464, -3.2086], [0.3892, 1.5768, -3.8092], [0.1490, -0.2404, -1.4978], [1.2443, 0.1721, 1.1713], [-1.0684, -0.9085, 0.8704], [-0.3922, 0.4751, -1.1986], [0.7826, -0.5830, 1.1123], [-1.2129, -0.2468, -0.9112], [1.6137, -0.0164, -0.5483], [-0.9890, 0.3749, -1.5122], [-1.8417, -0.4480, -0.7569], [0.2112, 0.3871, 0.0323], [1.8351, -0.6780, -0.3450], [-0.3830, 0.1069, 0.0165], [0.2657, 0.1667, -0.0422], [-0.1474, -0.4314, -0.0860], [0.1149, 2.0091, 0.1371], [-3.5740, -2.2451, -0.9990], [2.2779, 1.5546, 0.1584], [0.3358, 0.0044, -0.1188], [-0.1325, -0.7292, 0.1749], [-0.7450, 0.1040, 0.3223], [-0.0565, 0.0612, 0.0703], [-0.1130, -0.0279, -0.0852], [-0.2694, -0.0794, -0.1052], [-0.0120, -0.0375, 0.1950], [0.0861, -0.0142, 0.2764], [-0.0329, -0.0595, 0.0365], [0.0149, -0.0345, 0.0663], [0.0590, 0.0348, 0.2881], [0.0854, -0.0324, 0.2174], [-0.0537, -0.0805, -0.0729], [-0.1685, -0.2423, 0.0351], [-0.0028, -0.1096, 0.0561], [0.2165, -0.1224, 0.0245], [0.2641, -0.1061, -0.1572], [-0.0020, -0.0754, -0.1181], [-0.0576, 0.0739, -0.0723], [-0.0063, 0.3379, -0.0509], [-0.0166, 0.2527, 0.0842], [0.2218, 0.3219, 0.0421], [1.8616, -0.7144, -0.2972], [-0.3206, 0.2413, 0.0107], [0.1626, 0.0626, -0.0163], [-0.0466, -0.4335, -0.1211], [0.1567, 2.1245, 0.1940], [-3.4818, -2.1386, -1.0910], [2.0408, 1.3293, 0.2232], [0.3008, 0.0249, -0.1204], [-0.1179, -0.7304, 0.1724], [-0.7053, 0.1004, 0.3206], [-0.0615, 0.0744, 0.0936], [-0.1166, -0.0273, -0.1122], [-0.2738, -0.0687, -0.1039], [-0.0088, -0.0107, 0.2232], [0.0759, -0.0222, 0.2772], [-0.0549, -0.0457, 0.0533], [0.0305, -0.0043, 0.0588], [0.0633, 0.0073, 0.2794], [0.0904, -0.0279, 0.2130], [-0.0608, -0.0804, -0.0852], [-0.1564, -0.2510, 0.0411], [-0.0029, -0.0965, 0.0737], [0.2015, -0.1164, 0.0356], [0.2631, -0.1116, -0.1502], [-0.0101, -0.0777, -0.1227], [-0.0809, 0.0605, -0.0943], [-0.0094, 0.3421, -0.0448], [-0.0112, 0.2372, 0.1213], [-0.3353, -0.1877, -0.0642], [-0.7339, -0.3572, 1.7850], [-0.0069, 0.0693, -0.4018], [-0.1348, -0.0510, 0.0823], [0.2478, 0.1772, 0.2930], [-1.5381, -0.6419, -1.4381], [3.1367, 2.8364, -0.7085], [-2.0352, -1.2842, 0.4960], [-0.2407, -0.0250, 0.1823], [0.6218, 0.0367, 0.3738], [0.4705, -0.0205, -0.5970], [0.0387, -0.0781, -0.1211], [0.0348, 0.1627, -0.0546], [0.1680, 0.2188, -0.1076], [0.1194, -0.1912, -0.0418], [0.0814, -0.2744, 0.0342], [0.0920, -0.0014, -0.0262], [-0.0075, -0.0677, -0.0204], [0.0778, -0.2694, 0.0009], [0.0487, -0.2316, 0.0462], [0.0613, 0.1041, 0.0286], [0.2720, 0.0928, 0.0830], [0.0888, -0.0325, 0.0324], [-0.0289, -0.0814, 0.2209], [-0.1556, 0.0479, 0.2998], [-0.0039, 0.1232, 0.0686], [-0.0325, 0.0998, -0.0784], [-0.2530, -0.0218, -0.2341], [-0.1033, -0.1441, -0.2031]], "multiplicity": 4, "homo_energy_ev": [-2.42, -2.41], "s_squared": 3.763, "total_charge": -1, "orbital_gap_ev": [4.277, 3.428]}



(2)
{"formula": "C33H64N3O17", "method": "the ωB97M-V functional and the def2-TZVPD basis", "symbols": ["C", "C", "O", "N", "H", "H", "C", "H", "H", "H", "H", "H", "H", "N", "O", "O", "O", "N", "O", "O", "O", "C", "C", "C", "O", "H", "H", "H", "H", "H", "H", "H", "H", "C", "C", "C", "O", "H", "H", "H", "H", "H", "H", "H", "H", "C", "C", "C", "O", "H", "H", "H", "H", "H", "H", "H", "H", "C", "C", "C", "O", "H", "H", "H", "H", "H", "H", "H", "H", "C", "C", "C", "O", "H", "H", "H", "H", "H", "H", "H", "H", "C", "C", "C", "O", "H", "H", "H", "H", "H", "H", "H", "H", "C", "C", "C", "O", "C", "C", "C", "O", "H", "H", "H", "H", "C", "C", "C", "O", "C", "C", "C", "O", "H", "H", "H", "H"], "coordinates": [[-17.597, -19.729, 64.144], [-18.405, -19.116, 63.115], [-17.855, -18.708, 62.052], [-19.935, -19.180, 63.280], [-20.216, -20.190, 63.563], [-20.140, -18.698, 64.056], [-20.752, -18.748, 62.149], [-16.913, -20.585, 63.651], [-18.177, -20.087, 64.939], [-16.867, -19.125, 64.713], [-21.794, -18.447, 62.518], [-20.926, -19.613, 61.466], [-20.274, -18.104, 61.526], [-21.122, -22.346, 64.214], [-20.270, -22.314, 63.304], [-21.571, -23.428, 64.588], [-21.349, -21.190, 64.749], [-20.431, -17.669, 66.675], [-20.261, -17.421, 65.541], [-19.689, -18.617, 67.091], [-21.603, -17.672, 67.092], [-22.831, -15.824, 63.474], [-23.887, -16.650, 64.245], [-25.041, -17.203, 63.355], [-23.245, -17.740, 64.680], [-23.482, -15.015, 62.924], [-22.114, -16.483, 63.133], [-22.222, -15.148, 64.114], [-24.289, -15.990, 65.025], [-25.830, -17.265, 63.970], [-24.737, -18.284, 63.185], [-25.278, -16.498, 62.502], [-22.691, -17.289, 65.308], [-17.269, -18.289, 69.468], [-16.631, -18.662, 68.088], [-15.132, -18.778, 68.219], [-17.222, -19.872, 67.573], [-16.891, -17.317, 69.782], [-16.954, -18.907, 70.205], [-18.336, -18.229, 69.579], [-17.004, -17.739, 67.570], [-14.521, -17.782, 68.346], [-14.919, -19.555, 67.275], [-15.022, -19.403, 69.246], [-18.135, -19.713, 67.580], [-24.416, -23.241, 59.345], [-23.851, -22.459, 60.615], [-22.459, -21.861, 60.579], [-24.666, -21.323, 60.872], [-25.157, -24.052, 59.601], [-23.617, -23.707, 58.880], [-24.846, -22.412, 58.646], [-23.970, -23.124, 61.402], [-21.746, -22.472, 60.283], [-22.359, -21.385, 61.724], [-22.383, -20.947, 59.982], [-25.633, -21.678, 60.998], [-12.898, -20.430, 62.222], [-13.359, -19.953, 63.712], [-14.095, -18.645, 63.731], [-14.272, -20.858, 64.365], [-12.221, -19.625, 61.871], [-13.915, -20.597, 61.624], [-12.331, -21.403, 62.142], [-12.442, -19.996, 64.271], [-13.630, -17.705, 63.313], [-14.820, -18.360, 64.487], [-14.748, -18.597, 62.933], [-14.069, -21.140, 65.094], [-15.888, -23.768, 68.034], [-17.202, -23.292, 67.652], [-17.494, -23.182, 66.145], [-18.193, -24.299, 68.014], [-15.718, -23.787, 68.995], [-15.242, -23.033, 67.263], [-15.475, -24.821, 67.743], [-17.588, -22.430, 68.203], [-17.098, -24.200, 65.723], [-16.869, -22.537, 65.610], [-18.485, -22.892, 65.991], [-18.524, -24.795, 67.154], [-13.422, -17.813, 59.483], [-14.724, -18.298, 58.793], [-15.876, -17.297, 59.075], [-14.647, -18.160, 57.390], [-13.555, -17.503, 60.341], [-13.002, -17.081, 58.846], [-12.772, -18.798, 59.319], [-15.034, -19.227, 59.294], [-16.112, -17.340, 60.189], [-16.680, -17.749, 58.793], [-15.605, -16.156, 58.831], [-14.367, -19.106, 57.115], [-21.114, -16.533, 57.374], [-20.357, -17.529, 58.206], [-21.035, -18.941, 58.226], [-20.400, -19.794, 58.940], [-22.227, -19.225, 57.551], [-22.935, -18.161, 56.782], [-22.423, -16.771, 56.773], [-22.988, -15.847, 56.123], [-20.496, -15.550, 57.233], [-19.396, -17.244, 58.568], [-22.770, -20.153, 57.617], [-23.974, -18.426, 56.427], [-25.947, -15.473, 58.537], [-24.458, -15.784, 59.137], [-24.390, -17.060, 59.939], [-23.370, -17.373, 60.458], [-25.624, -17.952, 59.923], [-26.880, -17.518, 59.574], [-27.114, -16.340, 58.852], [-28.165, -16.029, 58.316], [-25.997, -14.656, 57.955], [-23.686, -15.070, 58.774], [-25.494, -18.938, 60.638], [-27.707, -18.171, 59.630]], "forces_ev_per_angstrom": [[2.5170, -1.8890, 0.3157], [1.9185, 1.3171, -4.9300], [-3.2660, -0.9933, 3.6934], [2.4700, -3.3822, -3.4852], [0.1473, 0.4292, -0.0408], [-1.0676, 2.8885, 4.3699], [-3.3473, -2.7377, 0.4271], [-1.7773, 1.8339, 1.0797], [-1.0018, -1.0900, 1.0190], [-0.3976, 0.3994, -0.8810], [1.7624, -0.1457, -0.4474], [0.1755, 0.3090, 0.8004], [1.3743, 2.5244, -1.1717], [1.3571, 1.1659, 0.4681], [0.4374, -0.0950, -1.0381], [-0.6585, 0.9611, 0.3140], [-0.7297, -1.5519, -0.1400], [-2.8007, -8.3563, 1.4638], [1.8118, 4.6932, -6.3711], [1.6980, 1.0914, 2.4928], [-0.6430, 2.5789, 2.0661], [-3.1023, 4.0347, 1.4041], [-1.0617, 1.9821, -2.9374], [3.2498, 0.4915, -1.6201], [0.6569, -1.7641, 1.7969], [1.7871, -1.7270, -0.3272], [1.0242, -1.0513, -2.2003], [-0.4984, -0.5428, 0.3664], [-0.2148, -0.2710, 0.2781], [-3.2910, -0.1701, 2.0336], [-0.3841, 1.4326, -0.8175], [0.2792, -1.2792, 0.6492], [1.5624, -1.1250, 1.4708], [0.2756, 1.5349, -1.5011], [-2.6633, 1.8896, 1.3441], [0.6035, -2.5950, 0.2604], [3.3593, 0.4254, 0.2943], [0.1169, 0.3551, -0.2037], [1.1328, -2.4486, 2.3452], [-0.6151, -0.0898, -0.8188], [0.7431, -0.9978, -0.9245], [-1.2811, -2.0976, -0.7554], [0.4406, 2.3509, 2.4487], [0.3552, 1.2185, -2.4430], [-2.4532, 0.4908, -0.1874], [-1.3895, 2.5152, 0.7842], [-0.7150, 0.6285, -2.3720], [-3.4273, 4.2731, 4.0338], [-3.6351, -0.7055, 0.4314], [0.4822, 1.1653, -0.1549], [1.5678, -0.9872, -1.2004], [0.5209, -1.7209, 1.0148], [0.2642, -1.2930, 1.8104], [3.5663, -3.0162, -0.7706], [0.3417, -1.6895, -2.9476], [-0.4508, -0.2764, -0.2774], [2.7284, 1.1066, -0.2772], [-2.3644, -0.2585, 0.6722], [0.2177, -1.5102, -0.1580], [0.7840, 2.5281, -1.2139], [-3.8697, 4.2564, -13.5285], [-0.7739, -0.4016, -0.3032], [2.3571, 0.7318, 0.8327], [-0.6544, 0.9964, 0.6661], [0.5101, 0.5163, 0.5427], [0.8877, -0.7811, 1.3123], [0.8269, -0.4343, 1.0308], [-2.0252, -1.1310, -2.1630], [4.0856, -4.4903, 12.3176], [3.3706, 0.1170, -7.4151], [-4.0199, -1.5754, -1.4479], [3.1188, -2.2238, 0.6407], [-1.3666, -2.0076, -1.4580], [1.2387, 0.9811, 5.1180], [-0.5728, -1.5669, 2.8531], [-1.6279, 1.5269, -0.2544], [0.8370, 0.2535, -0.1419], [-1.5323, 1.3959, 0.4908], [1.0367, 1.6140, -0.6261], [-1.6714, -0.1228, -0.4873], [1.1514, 1.6580, 2.7039], [1.5062, -6.6336, -9.9063], [-1.1168, 3.9814, 1.9721], [5.3267, 3.3780, 4.6283], [1.3375, -4.5152, -0.9400], [-1.0653, 2.5569, 8.7556], [0.5003, 0.9548, -0.5460], [-0.5821, 2.2751, 1.1320], [0.0630, -0.3614, -1.0874], [0.7245, 0.4570, -0.8140], [-5.2720, -1.7651, -3.0493], [-0.9520, -2.8055, 0.0205], [-0.5154, 2.4674, -0.1209], [5.4766, -1.7093, 3.8519], [-6.1328, 2.3310, -5.0933], [6.0044, -0.4008, 4.3660], [-2.3520, 2.0425, -2.4344], [-4.8815, 4.3973, -4.2195], [1.1252, -4.2053, 3.4249], [-0.6370, 1.8650, -2.5678], [1.0225, -2.3803, 1.7900], [-1.9371, -1.6860, 0.0540], [0.4250, -0.4712, 0.4674], [0.4556, -0.3536, 0.2131], [1.4733, 0.6459, 0.1130], [7.8232, -4.0555, 5.2466], [-7.9628, 1.3734, -3.1487], [-1.0197, 1.2723, -2.1808], [1.4128, -0.9648, 1.0784], [-1.2706, -1.0152, 2.8806], [2.8345, -2.6990, 1.0609], [0.8581, 2.9660, -2.3792], [-0.5174, -0.4053, 0.4805], [-0.6044, 2.6761, -1.9963], [-0.3278, -1.0147, 0.8200], [-0.1968, 2.3960, -2.3409], [-0.8252, -0.6641, 0.4505]], "homo_energy_ev": -5.95, "total_charge": -1, "orbital_gap_ev": 4.946}